{
  "formula": "C47H54F12GeNO2PtSi4Te",
  "method": "ωB97M-V/def2-TZVPD",
  "symbols": ["Pt", "C", "C", "C", "C", "C", "N", "C", "C", "C", "C", "C", "C", "C", "C", "O", "C", "F", "F", "F", "C", "F", "F", "F", "C", "C", "C", "O", "C", "F", "F", "F", "C", "F", "F", "F", "H", "H", "H", "H", "H", "H", "H", "H", "H", "H", "H", "H", "C", "Si", "C", "C", "Si", "Te", "Si", "C", "C", "C", "Si", "C", "C", "C", "H", "H", "H", "H", "H", "H", "H", "H", "H", "H", "H", "H", "H", "H", "H", "H", "H", "H", "H", "H", "H", "H", "H", "H", "H", "H", "H", "C", "C", "C", "C", "C", "C", "Ge", "C", "C", "C", "C", "C", "C", "C", "C", "C", "C", "C", "C", "H", "H", "H", "H", "H", "H", "H", "H", "H", "H", "H", "H", "H", "H", "H"],
  "xyz": [[-0.8878, -0.2505, -0.4259], [-7.8911, 0.4339, -0.9648], [-6.4093, 0.6525, -0.7831], [-5.7482, 1.6935, -1.4302], [-4.3985, 1.8810, -1.2505], [-3.6271, 1.0692, -0.3846], [-2.2856, 1.3375, -0.2831], [-1.8174, 2.6234, -0.2119], [-2.4807, 3.5462, 0.6322], [-2.0070, 4.8190, 0.8483], [-0.8286, 5.2505, 0.2431], [-0.2544, 6.6195, 0.5086], [-0.1792, 4.3648, -0.6019], [-0.6568, 3.0830, -0.8712], [0.0874, 2.2170, -1.9107], [-0.4030, 0.9989, -2.2178], [0.0626, 2.9660, -3.2866], [-1.2115, 3.0983, -3.6999], [0.7226, 2.2542, -4.2244], [0.5956, 4.2137, -3.3401], [1.6063, 2.1008, -1.4699], [2.4103, 3.0845, -1.9588], [2.1470, 0.9435, -1.8707], [1.7522, 2.1513, -0.1296], [-4.2945, 0.0039, 0.2576], [-5.6579, -0.1838, 0.0275], [-3.5646, -0.9331, 1.2403], [-2.2321, -0.8067, 1.3666], [-4.1347, -0.6410, 2.6661], [-3.8570, 0.6289, 3.0140], [-3.5793, -1.4427, 3.5951], [-5.4797, -0.7813, 2.8166], [-3.8915, -2.4265, 0.8715], [-3.8044, -2.6092, -0.4608], [-3.0299, -3.2720, 1.4473], [-5.1328, -2.8684, 1.2328], [-8.4169, 1.3884, -1.0324], [-8.2988, -0.1299, -0.1248], [-8.1042, -0.1296, -1.8785], [-6.3024, 2.3501, -2.0951], [-3.8765, 2.6614, -1.7910], [-3.3760, 3.1995, 1.1340], [-2.5482, 5.4857, 1.5132], [-1.0417, 7.3458, 0.7191], [0.3172, 6.9685, -0.3528], [0.4214, 6.5975, 1.3696], [0.7377, 4.7001, -1.0694], [-6.1728, -1.0034, 0.5076], [5.0175, -1.8041, 0.3636], [4.7904, -0.0159, 0.9561], [5.0096, 1.0745, -0.5798], [6.2867, 0.4019, 2.0677], [2.8334, 0.2661, 2.2526], [0.6042, -0.7263, 1.6101], [2.7230, 2.5269, 2.9361], [2.9983, 3.8674, 1.6183], [1.0424, 2.9310, 3.7107], [4.0371, 2.8806, 4.2792], [3.1190, -1.0115, 4.2374], [3.0751, -2.8557, 3.7912], [4.6997, -0.8020, 5.2948], [1.6708, -0.6862, 5.4204], [5.9257, -1.9267, -0.2315], [4.1670, -2.1003, -0.2557], [5.0676, -2.4959, 1.2078], [6.0498, 1.0826, -0.9162], [4.7115, 2.1056, -0.3811], [4.3965, 0.7126, -1.4048], [7.2338, 0.1220, 1.5988], [6.2196, -0.1119, 3.0285], [6.3204, 1.4746, 2.2757], [2.1361, 3.9159, 0.9499], [3.8796, 3.6645, 1.0054], [3.1286, 4.8509, 2.0774], [0.2476, 2.7298, 2.9870], [0.9692, 3.9804, 4.0075], [0.8466, 2.3112, 4.5891], [5.0471, 2.6992, 3.9028], [3.8919, 2.2330, 5.1474], [3.9878, 3.9172, 4.6217], [3.9402, -3.1339, 3.1837], [2.1805, -3.0494, 3.1963], [3.0525, -3.5083, 4.6677], [5.5765, -1.1946, 4.7748], [4.6087, -1.3374, 6.2430], [4.8959, 0.2486, 5.5211], [0.7347, -0.7553, 4.8606], [1.7243, 0.3168, 5.8524], [1.6271, -1.4058, 6.2412], [3.3807, -2.7321, -4.3559], [2.7545, -1.4922, -4.3250], [1.5696, -1.3284, -3.6236], [0.9897, -2.3935, -2.9305], [1.6348, -3.6278, -2.9638], [2.8171, -3.8004, -3.6728], [-0.7199, -2.0829, -1.9527], [-1.9731, -1.8144, -3.4693], [-3.1652, -1.1227, -3.2546], [-4.0499, -0.8735, -4.2932], [-3.7495, -1.3095, -5.5759], [-2.5643, -1.9951, -5.8098], [-1.6881, -2.2457, -4.7624], [-1.1204, -3.9228, -1.2992], [-2.0143, -4.7732, -1.9419], [-2.2900, -6.0343, -1.4314], [-1.6761, -6.4622, -0.2622], [-0.7787, -5.6267, 0.3887], [-0.5101, -4.3676, -0.1273], [4.3070, -2.8659, -4.9035], [3.1996, -0.6513, -4.8449], [1.0811, -0.3590, -3.6005], [1.2017, -4.4672, -2.4311], [3.3036, -4.7697, -3.6892], [-3.4010, -0.7674, -2.2585], [-4.9637, -0.3252, -4.0946], [-4.4307, -1.1081, -6.3952], [-2.3160, -2.3209, -6.8139], [-0.7633, -2.7805, -4.9525], [-2.5056, -4.4382, -2.8496], [-2.9904, -6.6843, -1.9442], [-1.9078, -7.4395, 0.1461], [-0.2960, -5.9524, 1.3028], [0.1826, -3.7109, 0.3921]],
  "atomic_forces_ev_per_a": [[-2.4, 1.8, -1.3], [0.2, -0.1, -0.1], [-0.1, -0.1, 0.0], [0.0, 0.0, 0.0], [0.1, 0.0, 0.0], [-0.2, 0.2, 0.0], [0.5, -0.2, 0.1], [-0.1, 0.4, -0.1], [0.0, -0.1, -0.1], [0.0, 0.0, 0.0], [0.1, 0.1, -0.1], [0.0, -0.2, 0.0], [-0.1, 0.1, 0.1], [-0.1, -0.3, -0.1], [0.5, 0.5, 0.1], [-0.2, -1.3, 1.1], [-0.3, 0.0, -0.4], [0.2, -0.1, 0.0], [-0.1, 0.1, 0.1], [-0.2, -0.2, 0.1], [0.3, -0.2, 0.2], [-0.1, -0.1, 0.1], [-0.2, 0.3, 0.0], [-0.2, -0.3, -0.5], [0.2, -0.1, 0.0], [-0.1, 0.2, -0.2], [-0.5, -0.2, -0.1], [0.7, -0.2, -1.1], [0.1, 0.2, 0.3], [0.0, -0.2, 0.0], [-0.1, 0.1, -0.1], [0.2, 0.0, -0.1], [0.1, -0.3, 0.0], [0.0, 0.0, 0.1], [-0.1, 0.1, -0.1], [0.1, 0.1, -0.1], [-0.1, 0.0, 0.0], [-0.1, 0.0, 0.0], [0.0, 0.0, 0.0], [0.0, 0.0, 0.0], [0.0, 0.0, 0.0], [0.0, 0.0, 0.0], [0.0, 0.0, 0.0], [0.0, 0.0, 0.0], [0.0, 0.1, 0.0], [0.0, 0.1, 0.0], [0.0, 0.0, -0.1], [0.0, 0.0, 0.1], [-0.2, 0.1, 0.2], [0.6, -0.1, -0.2], [-0.3, 0.0, 0.1], [-0.3, 0.0, 0.1], [0.1, 0.0, -0.2], [1.2, -0.4, 1.2], [-0.1, 0.7, 0.3], [0.0, -0.2, -0.1], [0.1, -0.3, -0.1], [0.0, -0.3, -0.1], [0.0, -0.5, 0.4], [-0.1, 0.2, -0.2], [0.0, 0.2, -0.3], [0.0, 0.1, -0.3], [0.0, 0.1, 0.0], [0.0, 0.0, 0.0], [0.0, 0.0, 0.0], [0.1, -0.1, 0.1], [0.0, 0.0, 0.0], [0.0, 0.0, 0.0], [0.0, 0.0, -0.1], [0.0, 0.0, 0.0], [0.0, 0.0, 0.0], [0.2, 0.1, 0.2], [0.0, 0.0, 0.0], [0.0, 0.0, 0.2], [0.0, 0.0, 0.0], [0.1, 0.0, 0.0], [0.0, 0.0, 0.0], [0.0, 0.0, 0.0], [0.0, 0.0, 0.0], [-0.1, 0.0, -0.1], [0.0, 0.0, 0.0], [0.0, 0.0, 0.0], [0.0, 0.1, 0.1], [0.0, 0.0, 0.0], [-0.1, -0.1, 0.0], [0.0, 0.0, 0.0], [0.0, 0.0, 0.0], [0.0, 0.0, 0.0], [0.1, -0.1, 0.0], [0.0, 0.0, 0.0], [0.1, 0.0, -0.1], [-0.1, 0.1, 0.0], [0.0, 0.3, 0.2], [-0.1, 0.0, 0.1], [0.1, 0.0, 0.0], [0.7, -0.9, -0.3], [-0.1, 0.4, 0.3], [0.0, 0.0, 0.0], [0.0, 0.0, 0.0], [0.0, 0.0, -0.1], [-0.1, 0.0, 0.0], [0.1, -0.1, 0.1], [0.0, 0.4, 0.3], [0.0, 0.1, -0.1], [0.0, -0.1, 0.0], [0.0, 0.0, 0.0], [0.0, -0.1, 0.0], [0.1, 0.1, 0.0], [0.0, 0.0, 0.0], [0.0, 0.0, 0.0], [0.0, -0.1, 0.0], [0.0, 0.0, 0.0], [0.0, 0.0, 0.0], [0.0, 0.0, 0.0], [0.0, 0.0, 0.0], [0.0, 0.0, 0.0], [0.0, 0.0, 0.0], [0.0, 0.0, 0.0], [0.0, 0.0, 0.0], [0.0, 0.0, 0.0], [0.0, 0.0, 0.0], [0.0, 0.0, 0.0], [-0.1, 0.0, 0.1]],
  "e_homo_ev": [-1.71, -1.95],
  "s_squared": 0.77,
  "de_lowest_ev": 1.734,
  "homo_lumo_gap_ev": [5.77, 5.74],
  "multiplicity": 2,
  "lumo_energy_ev": [4.1, 3.8],
  "charge": -2
}